Here is a molecular structure, C37H44BHfN10O4S2Te from the OMol25 dataset. Energies are from the ωB97M-V functional and the def2-TZVPD basis.

Last column: Löwdin charge in e.
CARTESIAN COORDINATES (ANGSTROEM)
Hf  -0.046  0.866  -0.346  1.540
C  5.803  1.638  -2.323  -0.077
C  5.767  0.648  -3.480  -0.371
C  6.713  -0.529  -3.228  -0.061
C  4.380  0.141  -3.748  -0.270
C  3.922  -0.571  -4.884  0.006
C  2.603  -0.828  -4.630  -0.066
N  2.306  -0.291  -3.418  -0.025
N  3.405  0.301  -2.874  0.133
B  1.074  -0.303  -2.601  -0.720
N  -0.193  0.320  -3.193  -0.027
C  -0.640  0.500  -4.433  -0.005
C  -1.918  1.014  -4.371  0.028
C  -2.221  1.120  -3.016  -0.236
N  -1.161  0.699  -2.290  -0.040
C  -3.556  1.580  -2.502  -0.355
C  -3.603  2.061  -1.060  -0.077
C  -4.585  0.459  -2.706  -0.042
N  0.699  -1.614  -1.903  -0.034
C  0.820  -2.909  -2.183  -0.008
C  0.365  -3.626  -1.097  0.027
C  -0.053  -2.683  -0.154  -0.205
N  0.147  -1.439  -0.663  -0.021
C  -0.563  -3.014  1.225  -0.342
C  0.084  -2.163  2.316  -0.039
C  -0.369  -4.496  1.539  -0.053
H  6.819  2.003  -2.176  0.082
H  5.150  2.493  -2.501  0.072
H  5.474  1.160  -1.397  0.066
H  6.100  1.160  -4.389  0.143
H  6.388  -1.094  -2.350  0.079
H  6.742  -1.215  -4.074  0.078
H  7.728  -0.176  -3.045  0.081
H  4.483  -0.849  -5.760  0.113
H  1.864  -1.348  -5.219  0.123
H  1.398  0.375  -1.596  -0.019
H  -0.016  0.269  -5.280  0.136
H  -2.560  1.274  -5.194  0.127
H  -3.830  2.410  -3.159  0.144
H  -3.660  1.217  -0.377  0.053
H  -2.758  2.695  -0.787  0.025
H  -4.506  2.651  -0.901  0.099
H  -4.322  -0.415  -2.106  0.086
H  -5.574  0.796  -2.395  0.091
H  -4.645  0.145  -3.747  0.084
H  1.254  -3.236  -3.114  0.139
H  0.337  -4.694  -0.988  0.115
H  -1.639  -2.835  1.246  0.117
H  1.163  -2.335  2.355  0.088
H  -0.078  -1.088  2.172  0.040
H  -0.350  -2.434  3.279  0.098
H  0.692  -4.757  1.535  0.095
H  -0.799  -4.719  2.514  0.058
H  -0.892  -5.129  0.823  0.091
O  0.537  2.323  1.353  -0.290
C  1.212  1.788  2.497  -0.123
C  2.192  0.758  2.024  -0.245
C  3.281  0.387  2.787  0.016
C  4.152  -0.567  2.290  -0.004
C  3.907  -1.098  1.035  -0.007
C  2.795  -0.679  0.335  -0.088
N  1.928  0.235  0.815  0.011
H  1.075  3.009  0.904  0.002
H  0.452  1.341  3.141  0.127
H  1.702  2.584  3.055  0.151
H  3.442  0.846  3.753  0.133
H  5.013  -0.877  2.866  0.128
H  4.565  -1.828  0.588  0.125
H  2.610  -1.077  -0.648  0.096
O  -4.992  -5.016  4.017  -0.333
S  -3.721  -4.888  4.704  0.404
O  -2.565  -4.889  3.821  -0.373
O  -3.569  -5.624  5.928  -0.322
C  -3.871  -3.144  5.172  -0.325
N  -4.638  -2.784  6.209  0.149
C  -4.909  -1.502  6.348  -0.096
C  -4.498  -0.526  5.432  0.017
C  -3.701  -1.010  4.417  -0.243
N  -3.334  -2.282  4.323  0.148
C  -3.161  -0.238  3.268  -0.086
C  -3.094  -0.920  2.051  0.029
C  -2.374  -0.375  1.023  -0.157
N  -1.719  0.807  1.132  -0.102
C  -1.929  1.532  2.254  -0.109
C  -2.652  1.054  3.323  0.043
H  -5.492  -1.223  7.219  0.117
H  -4.822  0.502  5.510  0.110
H  -3.560  -1.890  1.953  0.143
H  -2.302  -0.881  0.066  0.115
H  -1.486  2.515  2.276  0.122
H  -2.750  1.662  4.212  0.133
Te  1.330  3.043  -1.566  1.043
C  0.094  4.696  -1.194  -1.014
C  0.503  5.830  -0.547  -0.254
C  -0.458  6.876  -0.604  -0.181
C  -1.574  6.521  -1.297  -0.399
S  -1.453  4.924  -1.893  0.944
H  1.461  5.923  -0.055  0.098
H  -0.320  7.848  -0.155  0.110
H  -2.452  7.116  -1.488  0.074

The frontier orbital gap comes out at 5.1 eV. The HOMO energy comes out at -0.350 Ha. The value obtained for the energy relative to the best compared isomer or geometry (same formula, charge and spin) is 71.70 kJ/mol. The calculation puts the molar mass at 1073.861 g mol⁻¹. Its charge is +1. The calculation puts the LUMO energy at -4.38 eV.